No. 1
{
  "formula": "C4H14NO3",
  "method": "ωB97M-V with the def2-TZVPD basis set",
  "charge": -1,
  "homo_lumo_gap_ev": 7.83,
  "de_lowest_kcal_mol": 32.88,
  "homo_ev": -3.93,
  "e_lumo_ha": 0.1431,
  "species": ["H", "C", "H", "O", "H", "N", "H", "C", "H", "H", "H", "H", "H", "H", "H", "H", "O", "C", "H", "H", "O", "C"],
  "coordinates": [[-0.904, -0.555, -1.282], [-1.319, 1.042, 1.094], [1.888, -0.572, 1.398], [1.463, -3.080, -1.203], [-3.225, 0.312, 0.323], [-1.723, 0.014, -1.163], [1.920, 0.459, -1.237], [0.867, -0.497, 0.793], [-1.664, 1.987, 0.730], [0.745, 1.466, 1.713], [-1.422, 0.923, -1.519], [-1.827, -1.096, 0.577], [0.490, 1.399, -0.024], [0.602, -2.756, -0.884], [-1.803, 1.065, 2.131], [0.159, -1.255, 1.281], [2.162, 1.385, -1.496], [-2.146, 0.025, 0.291], [1.897, -2.190, -1.178], [2.546, 1.829, -0.782], [1.091, -0.798, -0.492], [0.204, 0.894, 0.929]],
  "nbo_charge": [0.395, -0.415, 0.099, -1.009, 0.175, -0.884, 0.512, -0.011, 0.184, 0.182, 0.340, 0.193, 0.237, 0.473, 0.175, 0.097, -1.013, -0.218, 0.504, 0.445, -0.983, -0.477]
}

No. 2
{
  "formula": "C30H30Cl2HgN3O6S2",
  "method": "ωB97M-V with the def2-TZVPD basis set",
  "charge": -2,
  "s2": 0.754,
  "homo_lumo_gap_ev": [5.83, 5.79],
  "multiplicity": 2,
  "homo_ev": [-1.72, -2.06],
  "e_lumo_ha": [0.1511, 0.1369],
  "species": ["H", "C", "S", "C", "C", "C", "C", "C", "C", "Hg", "H", "N", "H", "O", "H", "H", "C", "H", "C", "C", "H", "S", "H", "H", "C", "H", "C", "C", "C", "O", "C", "C", "H", "H", "H", "H", "H", "H", "C", "O", "H", "C", "C", "Cl", "H", "O", "C", "C", "H", "C", "Cl", "H", "N", "C", "C", "H", "C", "C", "H", "O", "H", "N", "H", "H", "H", "C", "H", "H", "H", "C", "C", "C", "O", "H"],
  "coordinates": [[-2.757, 5.435, -1.342], [-2.460, 3.423, -2.054], [0.998, 0.643, -7.225], [4.477, -4.118, -0.129], [-2.799, 0.392, 2.153], [-0.755, 3.099, 0.154], [0.626, 0.070, 3.925], [-1.447, 4.300, -0.072], [1.321, -2.824, -3.392], [1.752, -0.102, -1.114], [-4.311, -0.911, 6.124], [1.934, -2.637, -2.249], [-2.385, 2.163, 3.307], [-0.663, 0.768, -0.453], [2.736, -5.738, -4.369], [1.895, 1.019, 5.366], [4.813, -5.252, -0.853], [-3.608, 1.185, 4.974], [2.937, 0.552, 3.537], [-3.454, -0.924, 5.447], [-3.843, 0.367, 2.474], [2.059, 0.746, -4.453], [3.613, -0.057, 1.570], [-2.700, -1.601, 5.845], [0.897, 0.305, -5.587], [0.617, -2.060, -3.695], [-1.885, 2.205, -1.826], [0.323, 3.076, 1.131], [0.603, -0.503, 2.658], [-3.238, 3.714, -3.143], [4.191, -5.522, -2.049], [-2.282, 4.483, -1.145], [-2.740, 0.844, 1.163], [-0.303, -0.952, 2.263], [-0.862, -1.602, -6.585], [5.576, -5.919, -0.474], [-3.710, 3.266, -5.044], [0.575, 5.030, 2.020], [-1.209, -0.798, -5.932], [-0.175, -0.357, -5.070], [-0.807, 4.128, 2.676], [2.790, -0.009, 2.274], [-1.926, 1.186, 3.121], [4.652, -6.968, -2.932], [-0.956, 1.352, 2.662], [3.268, -2.097, 0.079], [2.507, -4.862, -3.776], [-2.857, 0.477, 5.327], [3.885, 0.964, 3.853], [3.521, -3.148, -0.548], [5.282, -3.837, 1.394], [-1.274, 5.142, 0.588], [-1.728, 0.527, 4.409], [2.862, -3.497, -1.815], [3.201, -4.661, -2.562], [-2.020, 1.368, -2.500], [-3.177, 2.800, -4.216], [1.837, 0.586, 4.375], [-2.507, 0.795, 6.311], [1.327, 2.389, 1.046], [1.035, -4.086, -5.121], [1.649, -0.534, 1.856], [-3.659, 1.849, -3.969], [-2.005, -1.160, -5.281], [-2.144, 2.602, -4.516], [1.575, -3.950, -4.193], [-2.432, -0.632, 2.074], [-3.776, -1.290, 4.472], [0.861, 3.676, 3.121], [-0.536, 0.049, 4.860], [-1.038, 1.954, -0.691], [0.220, 4.042, 2.320], [-0.412, -0.376, 6.007], [-1.571, 0.016, -6.562]],
  "nbo_charge": [0.201, 0.315, -0.361, -0.213, -0.623, -0.365, -0.201, -0.133, 0.032, 0.795, 0.194, -0.427, 0.184, -0.777, 0.210, 0.212, -0.210, 0.188, -0.267, -0.616, 0.184, -0.270, 0.217, 0.228, -0.005, 0.221, -0.378, 0.579, 0.074, -0.512, -0.141, -0.371, 0.254, 0.196, 0.180, 0.219, 0.178, 0.217, -0.261, -0.547, 0.206, 0.092, -0.218, -0.080, 0.246, -0.738, -0.181, -0.210, 0.207, 0.471, -0.055, 0.191, -0.434, 0.040, -0.036, 0.215, -0.253, -0.138, 0.210, -0.592, 0.208, -0.405, 0.167, 0.176, 0.200, -0.263, 0.207, 0.206, 0.225, 0.672, 0.454, -0.722, -0.661, 0.195]
}

No. 3
{
  "formula": "C48H92Br2NO23PS10",
  "method": "ωB97M-V with the def2-TZVPD basis set",
  "smiles": "C/C(Br)=C(\\Br)[C@]1(P(C)O)CNC(=O)[C@@H]1O.O=S1(=O)CCCC1.O=S1(=O)CCCC1.O=S1(=O)CCCC1.O=S1(=O)CCCC1.O=S1(=O)CCCC1.O=S1(=O)CCCC1.O=S1(=O)CCCC1.O=S1(=O)CCCC1.O=S1(=O)CCCC1.O=S1(=O)CCCC1",
  "homo_lumo_gap_ev": 8.17,
  "homo_ev": -8.05,
  "e_lumo_ha": 0.0044,
  "species": ["C", "H", "C", "H", "C", "H", "H", "H", "C", "O", "C", "C", "H", "H", "C", "H", "S", "C", "H", "H", "H", "H", "H", "O", "H", "O", "C", "H", "H", "H", "H", "S", "C", "H", "H", "C", "C", "H", "H", "H", "S", "C", "C", "H", "C", "H", "H", "H", "O", "C", "O", "H", "O", "H", "O", "H", "C", "S", "H", "H", "H", "C", "Br", "H", "C", "C", "C", "H", "H", "N", "H", "H", "H", "H", "H", "H", "S", "H", "Br", "C", "O", "H", "H", "C", "P", "C", "C", "H", "C", "H", "O", "C", "H", "C", "H", "H", "H", "S", "H", "H", "S", "H", "O", "H", "H", "O", "H", "C", "H", "O", "H", "C", "H", "C", "S", "H", "C", "C", "C", "O", "H", "H", "H", "H", "O", "C", "O", "H", "C", "O", "C", "H", "H", "S", "H", "C", "H", "H", "C", "C", "O", "O", "H", "C", "H", "O", "C", "C", "H", "H", "C", "C", "C", "O", "H", "H", "C", "H", "O", "H", "H", "H", "C", "H", "H", "H", "H", "O", "H", "H", "O", "S", "H", "H", "H", "H", "H"],
  "coordinates": [[2.577, 10.028, -6.670], [1.641, 11.496, 1.621], [-0.101, -11.556, 9.622], [-0.909, -5.097, 7.755], [2.223, -1.687, 1.684], [-1.996, -4.458, -0.924], [-0.790, -2.191, -10.586], [-1.512, -12.880, 8.600], [1.551, 5.691, 0.712], [1.755, -3.408, 8.898], [1.602, -3.979, 1.884], [3.276, -0.607, 1.614], [2.159, 13.451, -0.142], [-3.855, -2.405, -2.773], [0.151, -10.044, 9.598], [1.265, 7.095, -0.894], [-0.718, -0.861, -3.549], [2.111, -4.193, 6.403], [-4.166, 0.164, -3.248], [0.860, -1.677, -11.019], [-0.657, -11.763, 7.537], [-3.226, 2.494, 3.364], [2.816, 10.205, -7.720], [2.822, 13.153, -4.616], [-3.130, 4.187, 3.924], [0.078, -2.685, 7.194], [-3.306, -0.428, -3.558], [0.381, 12.861, -1.729], [-0.637, 3.281, 6.692], [1.508, 0.572, -0.556], [-1.980, 1.717, 5.337], [2.562, 4.395, 0.010], [4.095, -0.279, 0.614], [-3.130, 2.867, 6.018], [1.026, 11.599, -6.776], [0.858, 0.473, 0.319], [1.843, -2.023, 3.158], [-3.112, -1.319, -1.600], [-1.921, 0.873, -2.493], [4.614, 1.804, 0.700], [0.995, -3.678, 7.702], [-0.515, -0.495, -8.159], [-0.485, 0.763, -9.019], [-2.377, -8.235, -4.265], [-0.092, 3.663, 4.624], [-1.858, 1.100, -4.264], [-2.186, -6.052, 2.718], [-1.454, 4.663, 5.972], [0.297, -0.611, -2.557], [1.993, 12.399, -0.366], [-0.679, 2.147, 2.536], [-0.454, -0.259, 2.392], [-0.530, -1.102, 1.919], [0.443, 4.604, 4.527], [-4.546, -4.990, -0.756], [0.282, -2.507, -8.448], [2.653, -3.093, 1.194], [-3.423, -5.496, -4.129], [2.205, 6.429, 1.171], [0.141, 5.506, -2.412], [2.500, -3.234, 0.120], [-3.223, -7.986, -4.908], [3.962, -1.199, -1.045], [0.352, -9.622, 10.579], [0.816, 10.744, -1.771], [-2.234, -10.833, 8.675], [0.538, 5.136, -1.467], [0.224, 12.314, 0.904], [-5.412, -6.191, -3.045], [1.279, -3.379, 3.073], [-0.510, -11.847, 10.591], [2.838, -5.952, 7.409], [-1.210, -2.655, -2.125], [-1.536, -0.881, -8.102], [-3.748, -6.381, -6.288], [-3.474, -0.755, -4.586], [-0.611, 0.157, -10.699], [-5.375, -7.869, -4.750], [3.389, 0.551, 3.123], [-2.494, -5.685, 1.739], [3.147, 13.253, -7.088], [1.368, 10.988, -5.133], [5.703, 0.818, -0.307], [-2.280, 2.767, 5.345], [0.605, -1.277, 0.718], [-1.123, -11.866, 8.519], [-2.640, 3.213, 3.931], [-4.705, -5.770, 1.832], [0.390, -1.509, -8.870], [-0.226, 6.645, -0.078], [-0.794, 9.952, 0.201], [-4.446, -6.658, -3.216], [1.105, -1.335, 3.566], [3.868, 9.949, -5.842], [2.621, -6.171, 5.670], [-1.401, -3.835, 1.998], [1.434, -1.213, -8.748], [-1.365, -9.297, 8.974], [0.347, -3.534, 3.433], [2.586, 5.142, -2.226], [-1.054, 3.410, 3.125], [4.409, -3.887, 0.915], [-2.004, 0.061, -11.056], [-3.969, -4.342, 2.613], [-3.280, -8.738, -5.694], [3.962, 4.745, 0.036], [-0.181, -0.299, -7.143], [-2.012, 0.381, -3.463], [1.247, 1.060, 1.158], [-2.211, -5.266, -3.377], [-0.128, 0.877, 0.048], [1.913, 4.501, -1.656], [2.741, -2.062, 3.784], [-1.719, -2.225, -2.982], [0.599, 10.202, -0.067], [0.182, -6.117, 5.901], [1.123, 11.735, 0.695], [5.112, 0.833, 0.609], [-3.884, -5.058, 1.796], [2.121, 3.145, 0.581], [-2.862, -10.707, 7.796], [0.919, 5.216, 1.458], [0.725, -7.221, 7.151], [-0.572, -4.976, 0.958], [0.304, 0.867, -11.557], [0.762, -6.186, 6.824], [-4.202, -4.375, -4.593], [-0.128, 10.601, -2.291], [1.794, 11.211, -6.112], [-4.610, -2.842, 0.517], [2.197, -5.706, 6.559], [3.060, -3.676, 6.526], [1.652, -3.918, 5.456], [3.034, 12.484, -5.877], [5.794, 0.727, 1.464], [-3.033, -6.590, -5.492], [0.947, -9.771, 8.907], [1.583, 10.105, -2.208], [-1.554, -4.588, 1.221], [-4.514, -7.923, -4.080], [-1.053, 4.614, 2.326], [1.585, 9.189, 0.219], [0.827, -12.106, 9.478], [-1.101, 3.649, 5.778], [-1.307, 1.453, -8.841], [-2.015, -8.545, 10.015], [-3.090, -1.641, -2.644], [0.157, -5.261, 7.885], [0.351, -5.610, 8.898], [-3.955, -6.823, -2.261], [0.017, -1.497, -10.357], [-2.233, -3.945, 0.008], [4.442, 11.368, -5.755], [1.151, -5.012, 1.446], [5.099, 11.600, -6.591], [-2.497, -6.532, 1.049], [1.257, 12.211, -1.700], [0.469, 1.285, -8.937], [3.962, -3.410, 1.622], [1.999, 9.107, -6.609], [4.590, 9.265, -6.284], [-4.638, -8.808, -3.458], [0.727, 6.263, -0.441], [-2.013, -2.883, -0.081], [-1.781, -2.961, -3.779], [1.895, 3.500, -2.083], [1.885, 12.468, -2.551], [-0.352, -1.039, -4.936], [-2.851, -11.029, 9.552], [0.618, 2.839, 4.682], [-1.084, -8.669, 7.705], [-4.003, -4.127, 0.271], [4.953, 11.571, -4.817], [3.638, 9.580, -4.840], [-0.159, 4.391, -1.077], [-2.021, -6.375, -5.827], [2.968, 11.906, -0.404]],
  "lowdin_charge": [-0.217, 0.108, -0.212, 0.104, -0.497, 0.090, 0.102, 0.115, -0.212, -0.325, -0.443, -0.666, 0.117, 0.107, -0.217, 0.090, 0.673, -0.233, 0.117, 0.099, 0.120, 0.110, 0.121, -0.333, 0.109, -0.337, -0.202, 0.122, 0.116, 0.024, 0.120, 0.669, -0.732, 0.117, 0.110, -0.287, -0.207, 0.112, 0.103, 0.059, 0.662, -0.223, -0.231, 0.119, -0.207, 0.102, 0.114, 0.117, -0.351, -0.214, -0.319, 0.032, -0.322, 0.105, -0.332, 0.114, -0.351, 0.670, 0.104, 0.112, 0.101, -0.220, 0.847, 0.103, -0.221, -0.229, -0.211, 0.108, 0.103, 0.099, 0.117, 0.118, 0.076, 0.123, 0.108, 0.120, 0.658, 0.116, 0.871, -0.204, -0.312, 0.096, 0.057, -0.215, 0.997, -0.220, -0.224, 0.104, -0.209, 0.119, -0.321, -0.228, 0.100, -0.211, 0.116, 0.101, 0.118, 0.662, 0.138, 0.105, 0.680, 0.102, -0.326, 0.107, 0.114, -0.326, 0.085, -0.221, 0.002, -0.325, 0.053, -0.222, 0.098, -0.228, 0.664, 0.118, -0.228, -0.164, -0.227, -0.334, 0.108, 0.065, 0.082, 0.077, -0.332, -0.215, -0.316, 0.102, -0.226, -0.324, -0.211, 0.111, 0.072, 0.664, 0.073, -0.228, 0.102, 0.097, -0.211, -0.208, -0.323, -0.326, 0.114, -0.207, 0.106, -0.318, -0.204, -0.213, 0.104, 0.089, -0.221, -0.212, -0.216, 0.057, 0.105, 0.119, -0.206, 0.107, 0.010, 0.116, 0.115, 0.114, -0.213, 0.068, 0.080, 0.106, 0.083, -0.328, 0.109, 0.103, -0.327, 0.675, 0.102, 0.113, 0.117, 0.108, 0.120]
}